1.
{"formula": "C5H32NO12", "method": "wB97M-V/def2-TZVPD", "symbols": ["C", "O", "C", "C", "C", "C", "O", "N", "H", "H", "H", "H", "H", "H", "H", "H", "H", "H", "H", "H", "H", "H", "O", "H", "H", "O", "H", "H", "O", "H", "H", "O", "H", "H", "O", "H", "H", "O", "H", "H", "O", "H", "H", "O", "H", "H", "O", "H", "H", "O"], "positions_angstrom": [[-0.871, -2.311, 0.521], [0.257, -2.057, 1.305], [-1.703, -1.213, -0.259], [-1.001, 0.108, -0.389], [-1.118, 0.955, 0.859], [-2.499, 1.615, 0.824], [-2.563, 2.670, -0.090], [-1.985, -1.631, -1.666], [-1.671, -2.693, 1.220], [-0.501, -2.996, -0.239], [-2.790, -1.177, 0.084], [0.045, -0.173, -0.625], [-1.354, 0.685, -1.297], [-1.092, 0.363, 1.786], [-0.363, 1.749, 0.825], [-3.338, 0.965, 0.506], [-2.706, 1.954, 1.865], [-1.873, 3.331, 0.035], [-1.061, -1.711, -2.135], [-2.510, -2.491, -1.647], [-1.983, 2.598, -3.911], [-2.417, 1.309, -3.901], [-1.753, 1.805, -4.429], [0.980, 1.263, -2.998], [2.195, 0.301, -3.060], [1.706, 0.885, -2.472], [-0.464, -1.763, 3.927], [0.142, -1.394, 2.431], [-0.044, -1.000, 3.514], [2.416, -0.247, 1.854], [1.243, -0.725, 0.936], [2.188, -0.337, 0.914], [2.549, -0.554, 4.301], [1.695, -1.552, 3.608], [2.641, -1.281, 3.674], [1.923, -3.424, 0.211], [3.005, -2.432, 0.675], [2.851, -3.191, 0.097], [2.293, 1.150, 0.430], [1.920, 1.831, -0.937], [2.069, 2.044, 0.006], [2.210, 2.313, 2.492], [2.073, 3.471, 1.498], [2.052, 3.256, 2.441], [1.656, -1.375, -1.660], [2.097, -2.808, -2.039], [1.573, -2.057, -2.339], [-3.169, 0.541, -2.222], [-3.428, 1.824, -1.403], [-3.432, 1.472, -2.330]], "nbo_charge": [-0.07, -0.91, -0.07, -0.43, -0.46, -0.05, -0.76, -0.88, 0.14, 0.16, 0.17, 0.21, 0.21, 0.25, 0.24, 0.16, 0.16, 0.49, 0.37, 0.35, 0.46, 0.49, -0.96, 0.49, 0.49, -0.97, 0.45, 0.49, -1.09, 0.50, 0.52, -1.02, 0.46, 0.51, -0.99, 0.49, 0.50, -0.99, 0.50, 0.49, -1.06, 0.47, 0.50, -0.97, 0.49, 0.49, -0.98, 0.49, 0.51, -1.01], "largest_force_ev_per_a": 1.8, "e_lumo_ev": 2.8, "e_tot_ha": -1167.3877, "orbital_gap_ev": 8.51, "homo_energy_ev": -5.7, "total_charge": -1}

2.
{"formula": "C4H6NO", "method": "wB97M-V/def2-TZVPD", "symbols": ["C", "N", "C", "O", "C", "C", "H", "H", "H", "H", "H", "H"], "positions_angstrom": [[-2.771, -0.301, -0.338], [-1.744, -0.437, 0.184], [-0.540, -0.061, 0.725], [-0.269, 1.297, 0.553], [0.463, 0.497, -0.284], [1.886, -0.104, -0.001], [-3.662, -0.243, -0.960], [-0.063, -0.704, 1.455], [0.066, 0.621, -1.330], [2.431, -0.015, -1.029], [1.862, -1.080, 0.285], [2.340, 0.530, 0.740]], "nbo_charge": [0.46, -0.19, 0.10, -0.39, 0.16, -0.64, 0.31, 0.26, 0.20, 0.25, 0.23, 0.25], "largest_force_ev_per_a": 5.8, "e_lumo_ev": -5.3, "e_tot_ha": -285.6039, "orbital_gap_ev": 9.83, "smiles": "C#[N+][C@@H]1O[C@H]1C", "homo_energy_ev": -15.2, "total_charge": 1}

3.
{"formula": "C3H3O3P", "method": "wB97M-V/def2-TZVPD", "symbols": ["C", "C", "C", "O", "O", "O", "P", "H", "H", "H"], "positions_angstrom": [[-1.308, -2.523, 1.084], [0.811, 0.877, -1.503], [0.376, 0.964, -0.254], [-1.693, -2.369, 2.164], [-1.072, -2.611, -0.018], [0.801, 2.081, 0.509], [0.441, 2.013, 2.105], [1.343, 1.477, -2.165], [0.588, -0.027, -2.124], [-0.287, 0.118, 0.203]], "nbo_charge": [1.02, -0.45, 0.09, -0.51, -0.50, -0.78, 0.51, 0.22, 0.21, 0.20], "largest_force_ev_per_a": 3.5, "e_lumo_ev": [-0.9, -0.9], "e_tot_ha": -683.0983, "orbital_gap_ev": [7.07, 7.06], "homo_energy_ev": [-8.0, -8.0], "total_charge": 0}

4.
{"formula": "CH5FN2", "method": "wB97M-V/def2-TZVPD", "symbols": ["N", "N", "C", "F", "H", "H", "H", "H", "H"], "positions_angstrom": [[-0.958, 0.757, 0.594], [0.396, 0.806, 0.258], [1.028, -0.828, 0.114], [0.888, -1.282, 1.372], [-1.569, 0.649, -0.080], [-1.148, 0.547, 1.523], [0.466, 1.162, -0.704], [0.545, -1.510, -0.660], [2.069, -0.960, -0.183]], "nbo_charge": [-0.68, -0.45, 0.15, -0.35, 0.34, 0.37, 0.34, 0.13, 0.15], "largest_force_ev_per_a": 5.4, "e_lumo_ev": 1.1, "e_tot_ha": -250.3724, "orbital_gap_ev": 9.59, "smiles": "NNCF", "homo_energy_ev": -8.4, "total_charge": 0}

5.
{"formula": "C34H26Cl2CsIN10O4", "method": "wB97M-V/def2-TZVPD", "symbols": ["Cs", "Cl", "C", "C", "C", "N", "C", "O", "C", "C", "C", "C", "C", "N", "C", "C", "C", "Cl", "N", "C", "O", "C", "C", "C", "C", "C", "N", "H", "H", "H", "H", "H", "H", "H", "H", "H", "H", "C", "C", "N", "C", "C", "C", "O", "C", "C", "N", "C", "C", "C", "C", "C", "C", "I", "C", "O", "H", "H", "H", "H", "H", "H", "H", "H", "H", "H", "H", "H", "N", "C", "N", "N", "C", "N", "H", "H", "H", "H"], "positions_angstrom": [[-0.279, 1.082, 0.088], [-2.538, 5.484, -5.863], [-2.117, 5.016, -4.231], [-1.441, 3.829, -4.028], [-1.071, 3.368, -2.754], [-0.482, 2.105, -2.577], [0.149, 1.519, -3.589], [0.472, 1.958, -4.712], [0.499, 0.039, -3.391], [0.426, -0.782, -4.520], [0.693, -2.131, -4.398], [1.058, -2.637, -3.157], [1.141, -1.750, -2.102], [0.867, -0.446, -2.205], [-1.411, 4.190, -1.632], [-2.076, 5.398, -1.881], [-2.437, 5.810, -3.147], [-3.280, 7.331, -3.339], [-1.205, 3.766, -0.306], [-1.039, 4.673, 0.645], [-0.829, 5.902, 0.574], [-1.180, 4.159, 2.084], [-1.719, 5.054, 3.016], [-1.900, 4.647, 4.321], [-1.511, 3.363, 4.687], [-0.961, 2.553, 3.711], [-0.807, 2.930, 2.441], [-1.176, 3.233, -4.885], [0.159, -0.327, -5.463], [0.617, -2.785, -5.259], [1.268, -3.687, -3.000], [1.425, -2.112, -1.118], [-2.312, 6.036, -1.045], [-1.970, 6.048, 2.675], [-2.334, 5.320, 5.051], [-1.628, 2.998, 5.700], [-0.632, 1.546, 3.950], [3.493, -6.005, -0.357], [3.876, -4.637, 0.123], [5.152, -4.330, 0.165], [5.512, -3.107, 0.597], [4.604, -2.158, 1.002], [5.093, -0.823, 1.498], [4.868, -0.609, 2.893], [3.233, -2.480, 0.994], [2.281, -1.447, 1.435], [1.267, -1.496, 2.210], [0.911, -2.667, 2.904], [1.853, -3.495, 3.521], [1.462, -4.615, 4.231], [0.116, -4.934, 4.351], [-0.836, -4.096, 3.796], [-0.438, -2.959, 3.109], [-1.925, -1.662, 2.418], [2.814, -3.746, 0.521], [1.592, -4.108, 0.429], [4.393, -6.571, -0.591], [2.864, -5.943, -1.250], [2.915, -6.536, 0.405], [6.576, -2.895, 0.620], [4.651, -0.006, 0.917], [6.173, -0.769, 1.363], [3.918, -0.565, 3.045], [2.494, -0.446, 1.045], [2.902, -3.254, 3.424], [2.215, -5.247, 4.685], [-0.195, -5.820, 4.889], [-1.890, -4.316, 3.901], [-1.226, -4.381, 0.063], [-1.192, -5.697, -0.186], [0.023, -6.223, -0.431], [-2.247, -6.497, -0.236], [-3.422, -5.954, 0.028], [-4.478, -5.535, 0.269], [-0.341, -3.902, 0.205], [-2.100, -3.927, 0.266], [0.835, -5.647, -0.189], [0.074, -7.225, -0.432]], "mulliken_charge": [1.12, -0.28, -0.03, -0.43, -0.10, -0.28, 0.21, -0.77, 0.12, -0.48, -0.52, -0.66, -0.51, -0.20, 0.10, -0.38, -0.02, -0.28, -0.36, 0.32, -0.75, 0.17, -0.56, -0.30, -0.70, -0.26, -0.07, 0.56, 0.45, 0.38, 0.48, 0.82, 0.47, 0.41, 0.38, 0.37, 0.44, -1.29, 0.66, -0.77, -1.25, 0.58, -0.74, -0.60, 2.07, -2.14, -0.13, 0.45, -0.05, -0.74, -0.61, -0.40, -0.45, 0.08, 0.25, -0.79, 0.38, 0.26, 0.30, 0.32, 0.24, 0.45, 0.43, 0.75, 0.47, 0.40, 0.37, 0.41, -0.19, 0.24, -0.39, -0.80, 0.59, -0.63, 0.28, 0.20, 0.65, 0.25], "largest_force_ev_per_a": 0.6, "e_lumo_ev": 3.5, "e_tot_ha": -3398.1931, "orbital_gap_ev": 5.55, "homo_energy_ev": -2.1, "total_charge": -2}